(one)
Computed, not measured: a 5-piece molecular cluster, C3H14O4S overall, with ωB97M-V/def2-TZVPD.

The geometry in ORCA input format:
```
! wB97M-V def2-TZVPD RIJCOSX def2/J DEFGRID3
* xyz 0 1
S -1.68 1.58 1.18
O 1.72 -1.76 -1.77
O 3.11 0.23 -1.92
O -2.06 -1.14 2.12
O 0.67 -1.07 0.46
C 1.11 0.24 0.33
C -1.16 0.82 -0.32
C 0.28 1.04 -0.71
H -1.22 -1.33 1.65
H -2.06 -0.15 2.03
H 1.88 -2.44 -2.42
H 2.50 -0.61 -1.83
H 3.71 0.22 -2.68
H -1.89 1.34 -0.98
H -4.27 0.16 3.29
H 1.01 0.65 1.38
H 0.53 2.09 -0.51
H 0.50 0.77 -1.74
H -1.37 -0.25 -0.33
H -4.46 0.78 2.99
H 2.17 0.39 0.11
H 1.00 -1.56 -0.35
*
```

Properties
LUMO, eV: -5.757
Kohn-Sham gap, eV: 3.13

The net atomic charges from Löwdin, expressed in e, are: S 0.9736; O -0.2450; O -0.1413; O -0.1250; O -0.0769; C -0.2745; C -0.5624; C -0.2063; H 0.0190; H -0.1405; H 0.0010; H -0.0639; H 0.0217; H 0.1325; H 0.0327; H 0.1423; H 0.1172; H 0.1196; H 0.0919; H 0.0244; H 0.1086; H 0.0513

(two)
Computed, not measured: a 4-piece molecular cluster, C3H14O4S overall, with ωB97M-V/def2-TZVPD.

The geometry in ORCA input format:
```
! wB97M-V def2-TZVPD RIJCOSX def2/J DEFGRID3
* xyz 0 1
S -1.60 -1.45 -2.28
O -0.14 3.69 0.96
O 3.25 0.98 -1.42
O 1.62 -0.89 1.27
O -1.10 1.08 1.22
C -1.08 -1.16 0.40
C -0.85 -2.08 -0.72
C -1.06 0.29 0.08
H -2.86 -1.59 -1.80
H -0.43 2.92 1.44
H 0.26 -2.17 -0.87
H -0.15 -1.34 1.01
H 2.83 1.71 -1.71
H -1.48 0.62 1.96
H -0.12 0.58 -0.42
H 2.99 0.42 -2.09
H 2.36 -0.96 1.79
H -1.23 -3.09 -0.58
H 0.71 3.39 0.52
H 1.85 -0.16 0.61
H -1.85 0.58 -0.58
H -1.93 -1.37 1.23
*
```

Properties
LUMO, eV: 0.224
Kohn-Sham gap, eV: 9.29
SMILES: OCCCS.O.O.O

The net atomic charges from Löwdin, expressed in e, are: S 0.6918; O -0.0857; O 0.0296; O -0.0397; O -0.0713; C -0.3239; C -0.5561; C -0.3455; H -0.1154; H -0.0138; H 0.0946; H 0.0807; H -0.0153; H 0.0833; H 0.1172; H 0.0087; H 0.0031; H 0.0683; H 0.0533; H 0.0865; H 0.0817; H 0.1677

Most stable to least stable: (two), (one)

(one)
Computed, not measured: a 2-piece molecular cluster, C4H2N2S overall, with ωB97M-V/def2-TZVPD.

The geometry in ORCA input format:
```
! wB97M-V def2-TZVPD RIJCOSX def2/J DEFGRID3
* xyz 0 1
S 1.41 -1.67 -0.51
N 1.21 2.12 -1.47
N -0.86 -2.23 0.33
C 1.26 1.05 -0.98
C 1.08 -0.18 -0.43
C -1.07 -1.11 0.62
C -0.97 0.20 0.75
H -1.33 1.07 0.03
H -0.73 0.75 1.66
*
```

Properties
LUMO (alpha / beta), eV: -2.009 / -2.008
Kohn-Sham gap (alpha / beta), eV: 7.25 / 7.25

The net atomic charges from Löwdin, expressed in e, are: S 0.9830; N 0.1837; N 0.0501; C -0.3123; C -0.6239; C -0.4567; C -0.0264; H 0.1277; H 0.0749

(two)
Computed, not measured: an isolated molecule of C4H2N2S, with ωB97M-V/def2-TZVPD.

The geometry in ORCA input format:
```
! wB97M-V def2-TZVPD RIJCOSX def2/J DEFGRID3
* xyz 0 1
S -1.43 1.38 -0.08
N 0.22 1.99 0.06
N -2.19 -2.52 -0.03
C 1.14 1.22 0.04
C -2.07 -1.33 0.10
C -1.49 -0.18 0.11
C 1.81 0.13 -0.05
H 1.95 -0.44 0.91
H 2.06 -0.25 -1.07
*
```

Properties
LUMO, eV: -1.842
Kohn-Sham gap, eV: 7.22

The net atomic charges from Löwdin, expressed in e, are: S 1.0214; N -0.2215; N 0.1647; C -0.3490; C -0.3569; C -0.4516; C 0.0100; H 0.0977; H 0.0851

Most stable to least stable: (one), (two)

(one)
Computed, not measured: an isolated molecule of C2H3BrN2S, with ωB97M-V/def2-TZVPD.

The geometry in ORCA input format:
```
! wB97M-V def2-TZVPD RIJCOSX def2/J DEFGRID3
* xyz 0 1
Br 1.45 1.14 2.20
S -1.23 -0.03 0.72
N 1.00 0.63 -0.57
N 0.65 -0.41 -1.09
C -0.49 -1.11 -0.64
C 0.17 1.07 0.61
H 0.01 -2.01 -0.42
H -0.27 2.00 0.55
H -1.28 -1.29 -1.36
*
```

Properties
LUMO, eV: 0.005
Kohn-Sham gap, eV: 9.58
SMILES: Br[C@H]1N=NCS1

The net atomic charges from Löwdin, expressed in e, are: Br 0.5293; S 0.8168; N -0.0392; N -0.0664; C -0.4241; C -0.9655; H 0.0721; H -0.0058; H 0.0828

(two)
Computed, not measured: C2H3BrN2S as an isolated structure, with ωB97M-V/def2-TZVPD.

The geometry in ORCA input format:
```
! wB97M-V def2-TZVPD RIJCOSX def2/J DEFGRID3
* xyz 0 1
Br -2.32 0.78 1.27
S 1.02 0.23 -1.86
N -0.75 1.33 -0.96
N 1.27 -0.36 -0.33
C 0.03 -0.59 0.34
C -0.88 0.60 0.01
H 1.92 0.22 0.21
H 0.16 -0.74 1.41
H -0.46 -1.47 -0.09
*
```

Properties
LUMO, eV: -1.167
Kohn-Sham gap, eV: 8.12

The net atomic charges from Löwdin, expressed in e, are: Br 0.6983; S 0.8059; N -0.0301; N -0.4828; C -0.3423; C -0.9426; H 0.0742; H 0.1028; H 0.1165

Most stable to least stable: (one), (two)

(one)
Computed, not measured: an isolated molecule of C6H6S2, with ωB97M-V/def2-TZVPD.

The geometry in ORCA input format:
```
! wB97M-V def2-TZVPD RIJCOSX def2/J DEFGRID3
* xyz 0 1
S 1.88 -0.13 -2.13
S 1.18 -3.24 -0.15
C 0.55 -1.65 -0.13
C 1.00 -0.54 -0.85
C -0.25 0.83 0.10
C 0.20 2.16 -0.32
C -1.12 0.06 0.71
C -0.67 -1.39 0.75
H -1.96 0.38 1.21
H -1.38 -2.18 0.27
H 0.95 2.03 -1.12
H 0.71 2.63 0.49
H -0.61 2.75 -0.61
H -0.49 -1.71 1.79
*
```

Properties
LUMO, eV: -2.232
Kohn-Sham gap, eV: 6.19

The net atomic charges from Löwdin, expressed in e, are: S 0.7763; S 0.7051; C -0.7881; C -0.6784; C -0.1055; C -0.0942; C -0.0789; C -0.2366; H 0.0840; H 0.1353; H 0.0249; H 0.0768; H 0.0622; H 0.1171

(two)
Computed, not measured: an isolated molecule of C6H6S2, with ωB97M-V/def2-TZVPD.

The geometry in ORCA input format:
```
! wB97M-V def2-TZVPD RIJCOSX def2/J DEFGRID3
* xyz 0 1
S -0.50 -1.99 2.62
S -2.24 1.29 -0.35
C -0.68 1.27 -1.17
C -0.42 -0.24 0.59
C 0.08 0.34 -0.63
C -1.68 0.27 0.88
C 1.47 0.17 -0.95
C 0.27 -1.25 1.34
H 1.37 -1.37 1.37
H 1.59 -0.99 -0.83
H 1.62 0.45 -1.96
H -0.59 1.61 -2.12
H 2.23 0.58 -0.32
H -2.50 -0.14 1.52
*
```

Properties
LUMO, eV: -0.952
Kohn-Sham gap, eV: 7.68
SMILES: Cc1cscc1C=S

The net atomic charges from Löwdin, expressed in e, are: S 0.6540; S 1.0118; C -0.3145; C -0.3951; C -0.4151; C -0.3877; C -0.0552; C -0.5660; H 0.0596; H 0.1227; H 0.0728; H 0.0449; H 0.0863; H 0.0814

Most stable to least stable: (two), (one)

(one)
Computed, not measured: an isolated molecule of C4H6ClPS, with ωB97M-V/def2-TZVPD.

The geometry in ORCA input format:
```
! wB97M-V def2-TZVPD RIJCOSX def2/J DEFGRID3
* xyz 0 1
Cl -1.87 -2.09 0.10
S -2.72 1.01 -0.95
P -1.18 -0.21 -0.16
C -0.53 0.47 1.39
C -0.69 -0.29 2.48
C 0.24 -0.24 -2.61
C 0.15 -0.59 -1.33
H -1.37 -1.19 2.57
H 0.09 1.42 1.52
H 1.01 -0.51 -3.41
H 1.05 -1.15 -1.14
H -0.60 0.41 -2.91
H -0.37 0.02 3.44
*
```

Properties
LUMO, eV: 0.228
Kohn-Sham gap, eV: 8.73
SMILES: C=CP(=S)(Cl)C=C

The net atomic charges from Löwdin, expressed in e, are: Cl 0.3327; S 0.0545; P 0.0952; C -0.3347; C -0.0823; C -0.0519; C -0.4067; H 0.0517; H 0.1091; H 0.0968; H 0.0630; H 0.0287; H 0.0439

(two)
Computed, not measured: an isolated molecule of C4H6ClPS, with ωB97M-V/def2-TZVPD.

The geometry in ORCA input format:
```
! wB97M-V def2-TZVPD RIJCOSX def2/J DEFGRID3
* xyz 0 1
Cl -1.87 1.82 0.50
S -2.18 -1.90 -0.38
P -0.86 0.18 -0.14
C 0.87 0.02 -2.20
C 0.18 0.85 -1.46
C 0.33 0.08 1.35
C -0.07 -0.68 2.38
H 1.37 0.34 -3.08
H 0.64 -0.77 3.19
H -0.72 -1.43 2.45
H 0.86 -1.04 -2.12
H 1.20 0.68 1.41
H 0.26 1.86 -1.91
*
```

Properties
LUMO, eV: -0.775
Kohn-Sham gap, eV: 7.71
SMILES: C=CP(=S)(Cl)C=C

The net atomic charges from Löwdin, expressed in e, are: Cl 0.2846; S -0.1072; P 0.3135; C -0.0528; C -0.3792; C -0.3166; C -0.0452; H 0.0550; H 0.0644; H -0.0075; H 0.0518; H 0.0530; H 0.0861

Most stable to least stable: (one), (two)

(one)
Computed, not measured: a 7-piece molecular cluster, CH16O6S overall, with ωB97M-V/def2-TZVPD.

The geometry in ORCA input format:
```
! wB97M-V def2-TZVPD RIJCOSX def2/J DEFGRID3
* xyz 0 1
S 3.37 -1.73 2.59
O -4.30 -2.28 -1.52
O -0.49 1.08 -0.23
O 1.14 2.28 -2.09
O -2.92 -0.10 0.45
O 1.52 4.55 0.60
O 0.04 -5.12 -2.30
C 2.13 -0.45 2.64
H -3.86 -1.66 -0.92
H 0.05 0.32 -0.15
H 3.32 -2.46 1.47
H -4.87 -1.62 -1.87
H -0.34 1.58 -1.04
H -0.62 -4.71 -1.75
H 1.22 4.69 1.48
H -2.14 0.50 0.51
H 1.44 2.91 -1.41
H -3.54 0.30 1.06
H 2.60 0.53 2.79
H 1.48 -0.56 3.51
H 1.68 5.38 0.14
H -0.35 -5.27 -3.15
H 1.97 2.18 -2.59
H 1.48 -0.34 1.78
*
```

Properties
LUMO, eV: 0.210
Kohn-Sham gap, eV: 9.22
SMILES: CS.O.O.O.O.O.O

The net atomic charges from Löwdin, expressed in e, are: S 0.6307; O -0.0598; O -0.0323; O -0.0591; O -0.0734; O -0.0443; O -0.0454; C -0.5175; H -0.0018; H 0.0230; H -0.1700; H 0.0141; H 0.0176; H 0.0223; H 0.0306; H 0.0069; H 0.0379; H 0.0352; H 0.0245; H 0.0240; H 0.0412; H 0.0229; H 0.0570; H 0.0155

(two)
Computed, not measured: a 7-piece molecular cluster, CH16O6S overall, with ωB97M-V/def2-TZVPD.

The geometry in ORCA input format:
```
! wB97M-V def2-TZVPD RIJCOSX def2/J DEFGRID3
* xyz 0 1
S -0.88 0.91 3.82
O -3.52 2.58 -2.21
O -0.26 2.74 -2.24
O 4.84 -0.95 1.55
O 2.86 -3.90 -1.76
O -0.21 -2.69 -1.85
O -0.62 0.03 -1.54
C -1.68 0.67 2.19
H -0.84 0.79 -2.11
H -1.11 2.79 -2.69
H 0.33 1.15 3.30
H -3.83 1.92 -1.58
H -0.20 -1.71 -1.79
H 0.23 3.44 -2.69
H 0.22 0.36 -1.17
H -1.08 -0.11 1.73
H 2.00 -3.47 -1.67
H -2.71 0.33 2.28
H 5.60 -1.55 1.54
H 2.76 -4.58 -2.43
H -1.04 -2.85 -2.29
H -1.62 1.56 1.58
H -4.13 2.53 -2.96
H 4.48 -1.08 0.67
*
```

Properties
LUMO, eV: 0.087
Kohn-Sham gap, eV: 8.91
SMILES: CS.O.O.O.O.O.O

The net atomic charges from Löwdin, expressed in e, are: S 0.5996; O -0.0458; O -0.0562; O -0.0649; O -0.0724; O -0.0730; O -0.0663; C -0.4921; H 0.0255; H 0.0259; H -0.1603; H 0.0444; H -0.0101; H 0.0544; H 0.0677; H 0.0101; H -0.0034; H 0.0234; H 0.0336; H 0.0333; H 0.0345; H 0.0186; H 0.0427; H 0.0307

Most stable to least stable: (two), (one)